56
Properties=species:S:1:pos:R:3:forces:R:3:mulliken_charge:R:1 method="wB97M-V/def2-TZVPD" max_force_ev_per_a=1.5 total_charge=+1 orbital_gap_ev=6.25
C -5.406026 2.697630 -2.205945 -0.008 -0.270 -0.119 -0.848
O -5.085649 1.287372 -2.197754 1.327 0.024 0.065 -0.396
C -3.784125 0.928690 -2.046751 -0.302 0.004 -0.037 0.993
C -3.507956 -0.463284 -1.987513 -0.258 0.708 0.149 -0.822
C -2.234131 -0.884812 -1.712243 0.324 -0.163 -0.046 -0.524
C -1.147661 0.023108 -1.528805 -0.555 0.326 0.579 0.668
C 0.151662 -0.531252 -1.394660 0.079 0.014 -0.461 -0.317
C 1.419338 -0.012285 -1.759577 0.277 0.058 -0.172 0.478
C 2.540173 -0.904639 -1.735113 -0.215 -0.072 0.227 -0.465
C 3.822013 -0.479452 -1.961583 0.312 0.407 0.052 -0.705
C 4.080554 0.909054 -2.117519 0.430 0.135 0.291 0.913
O 5.381655 1.293598 -2.123329 -1.447 -0.183 -0.047 -0.409
C 5.687642 2.704246 -2.186902 0.023 -0.197 -0.086 -0.811
C 2.989039 1.803492 -2.235852 0.045 0.013 0.002 -0.457
C 1.691660 1.328600 -2.173073 0.084 -0.232 0.457 -0.887
C -1.474210 1.405451 -1.489477 0.153 -0.190 -0.707 -0.710
C -2.725274 1.855698 -1.876373 -0.249 0.057 0.407 -0.644
H -6.495085 2.721272 -2.266968 0.242 0.115 -0.015 0.245
H -5.066390 3.196864 -1.288338 -0.091 -0.234 -0.187 0.374
H -4.959673 3.179840 -3.085181 -0.166 -0.086 0.192 0.359
H -4.335870 -1.155664 -2.106030 0.171 0.060 -0.016 0.480
H -2.031395 -1.951896 -1.645591 -0.022 0.199 -0.053 0.303
H 0.154763 -1.576304 -1.081780 0.032 0.170 -0.269 -0.035
H 2.354070 -1.963180 -1.533668 0.085 0.344 0.009 0.346
H 4.670943 -1.160299 -1.951566 -0.235 0.116 0.023 0.430
H 6.778713 2.732720 -2.191164 -0.260 0.138 -0.017 0.248
H 5.286170 3.145134 -3.108407 0.166 -0.117 0.190 0.350
H 5.295561 3.239864 -1.311806 0.089 -0.229 -0.175 0.356
H 3.172311 2.872846 -2.341068 -0.126 -0.373 -0.278 0.409
H 0.867941 1.992764 -2.413022 0.191 0.002 0.198 0.700
H -0.724716 2.110554 -1.131139 -0.228 -0.057 -0.325 0.761
H -2.917293 2.926225 -1.977396 0.082 -0.410 0.330 0.417
C 0.731159 0.383687 5.691464 -0.100 -0.028 -0.068 -0.753
O 0.640213 -0.375461 4.482069 0.387 0.434 0.307 -0.263
C 1.175717 0.304686 3.351121 0.136 -0.535 0.270 -0.737
C 1.554109 -0.733854 2.298050 0.363 0.357 0.179 -0.677
N 0.396934 -1.225100 1.601395 -0.621 -0.155 -0.235 0.286
C 0.369349 -2.650470 1.326754 -0.034 0.149 -0.319 -0.355
C -1.044083 -3.204914 1.454955 0.042 -0.014 0.453 -0.789
O -1.959452 -2.178102 1.103351 -0.313 -0.492 -0.206 -0.239
C -3.310378 -2.622788 1.076173 -0.110 -0.075 -0.076 -0.844
H 0.543274 -0.300651 6.526200 0.001 0.125 -0.269 0.240
H 1.736257 0.822158 5.820874 -0.262 -0.174 -0.116 0.311
H -0.012985 1.199644 5.732730 0.208 -0.251 -0.135 0.287
H 0.393943 0.970554 2.944971 0.392 0.141 -0.003 0.310
H 2.083951 0.875752 3.631215 -0.481 -0.092 -0.073 0.484
H 2.249028 -0.254400 1.597301 0.040 0.034 -0.079 0.289
H 2.107921 -1.576898 2.743666 -0.087 0.368 0.229 0.292
H -0.481458 -0.913902 2.011296 0.333 -0.175 -0.052 0.193
H 0.719230 -2.840620 0.300264 0.195 -0.082 0.122 -0.002
H 1.039534 -3.197480 2.010039 -0.180 0.016 -0.222 0.457
H -1.170234 -4.085932 0.796294 -0.034 0.233 0.366 0.437
H -1.186296 -3.488763 2.512476 -0.275 -0.103 -0.318 0.407
H -3.892716 -1.793506 0.658340 0.052 -0.213 0.206 0.230
H -3.431941 -3.503696 0.412646 0.100 0.310 0.286 0.345
H -3.699828 -2.881897 2.081976 0.303 0.140 -0.409 0.291

***

59
Properties=species:S:1:pos:R:3:forces:R:3:mulliken_charge:R:1 method="wB97M-V/def2-TZVPD" max_force_ev_per_a=4.6 total_charge=+2 orbital_gap_ev="6.23 / 6.61"
C -3.943874 0.949927 -3.182171 -0.504 0.545 -1.062 -1.102
C -3.150589 0.259617 -2.146505 -0.845 -1.714 1.461 0.537
H -4.847304 0.389512 -3.486345 0.434 0.051 0.365 0.384
H -3.328546 1.134214 -4.076645 -0.118 0.002 0.348 0.282
H -4.253451 1.938527 -2.800171 0.192 -0.314 -0.041 0.296
O -3.448611 -0.689543 -1.471002 0.619 1.750 -1.303 -0.346
Cl 0.989003 2.820524 -0.980038 -0.512 -0.232 -0.147 -0.467
Y -0.656437 0.964888 -0.933817 1.170 0.501 0.551 0.234
P 0.172109 -0.906568 -2.813669 0.961 -0.801 -1.274 1.195
C 0.378691 -2.702435 -2.651079 -0.311 -0.361 0.481 -1.254
C -0.793909 -0.834613 -4.365027 -0.258 0.351 0.045 -1.396
H -0.219609 -1.370177 -5.133024 -0.272 0.192 0.113 0.483
H 2.050561 -0.928062 -4.365100 -0.089 0.095 0.231 0.431
H -0.944506 0.210920 -4.671837 0.079 -0.307 -0.081 0.320
H 1.891250 0.654059 -3.531642 0.097 -0.216 -0.084 0.387
H -0.473238 -3.129296 -2.107970 0.167 -0.104 -0.196 0.379
H -1.775560 -1.308546 -4.235457 0.231 0.030 -0.082 0.363
C 1.839389 -0.435057 -3.407178 0.030 0.434 0.113 -1.048
H 0.434316 -3.155536 -3.649224 0.004 0.140 0.241 0.470
H 2.596442 -0.725565 -2.670430 -0.150 0.035 -0.082 0.204
H 1.292871 -2.930935 -2.095183 -0.171 0.072 -0.121 0.256
P -2.262810 1.457281 1.289931 -0.550 0.863 1.611 1.080
C -2.582389 0.462168 2.781757 0.104 -0.544 -0.054 -1.149
C -1.563548 2.970146 2.068457 0.217 0.167 -0.429 -1.159
H -3.959714 2.560659 -0.064373 -0.148 -0.023 0.304 0.308
H -4.309941 2.655931 1.694349 0.005 -0.219 -0.304 0.484
H -4.617320 1.136681 0.785383 0.041 0.120 0.008 0.354
C -3.956554 2.002699 0.883580 -0.017 0.127 -0.415 -1.303
H -1.196700 3.652542 1.284930 -0.166 -0.044 0.380 0.397
H -2.345833 3.458502 2.668199 0.280 -0.125 -0.182 0.439
H -3.334470 0.968843 3.405130 0.224 -0.118 -0.256 0.472
H -1.657444 0.330437 3.358109 -0.248 0.044 -0.174 0.202
H -0.713710 2.702339 2.709070 -0.237 0.030 -0.177 0.249
H -2.956564 -0.527476 2.487484 -0.005 0.189 0.242 0.365
C -1.437750 -1.243039 -0.009340 -1.135 -4.172 1.693 0.566
O -1.773325 -2.261174 0.416325 1.206 3.514 -1.397 -0.203
C 4.755845 -1.586578 -0.482099 0.003 0.127 -0.143 -0.542
C 3.647903 -2.408875 -0.281946 0.224 0.093 -0.026 -0.694
C 2.424891 -1.858808 0.070381 -0.579 0.716 0.261 -0.211
C 2.284317 -0.460372 0.207595 1.921 -0.671 -0.935 0.255
C 3.405739 0.368004 -0.049170 -0.820 0.037 0.300 -0.155
C 4.633356 -0.197884 -0.373564 -0.069 -0.303 0.050 -0.805
N 1.067096 0.079647 0.658865 -0.659 0.127 -0.494 0.470
C 1.040718 0.131600 2.062545 -0.174 0.410 2.239 0.177
C 0.599484 -0.973532 2.824758 0.249 0.307 -0.824 -0.094
C 0.734730 -0.959515 4.209445 0.055 0.267 -0.148 -0.737
C 1.273716 0.153489 4.855410 -0.133 -0.007 0.093 -0.538
C 1.663270 1.275367 4.124157 -0.103 -0.162 -0.158 -0.500
C 1.540579 1.275804 2.738070 0.048 -0.450 -0.910 -0.555
H 5.718944 -2.025845 -0.735969 -0.226 0.092 0.084 0.417
H 3.742899 -3.489284 -0.374610 -0.011 0.229 0.031 0.461
H 1.557860 -2.483969 0.280128 0.242 -0.033 -0.033 0.555
H 3.280933 1.448189 0.045064 0.156 -0.326 -0.045 0.327
H 5.506864 0.442957 -0.514441 -0.351 -0.196 -0.016 0.438
H 0.197295 -1.839002 2.291538 0.170 0.155 0.373 0.291
H 0.429998 -1.833245 4.773461 0.006 0.099 0.010 0.455
H 1.378593 0.151845 5.939901 0.006 -0.027 -0.291 0.420
H 2.091378 2.144059 4.624876 -0.161 -0.234 -0.131 0.471
H 1.882668 2.113556 2.120130 -0.115 -0.207 0.388 0.381

***

61
Properties=species:S:1:pos:R:3:forces:R:3:mulliken_spin:R:1 method="wB97M-V/def2-TZVPD" max_force_ev_per_a=1.9 spin_multiplicity=5 orbital_gap_ev="7.64 / 7.55"
P -0.173095 -1.990943 -2.855708 -0.182 0.229 -1.070 -0.002
P 0.285082 1.346766 -2.857228 -0.434 0.038 0.028 -0.001
C -0.334180 -0.961904 -4.407533 -0.225 -0.369 0.013 0.000
C 0.432665 0.366208 -4.406147 0.109 0.495 -0.249 0.000
H -1.409174 -0.783624 -4.548594 0.176 0.011 -0.023 0.000
H 0.007605 -1.600852 -5.233124 -0.149 0.261 -0.103 0.000
H 1.502273 0.197475 -4.580315 -0.129 0.005 -0.032 0.000
H 0.059717 1.035598 -5.192732 0.196 -0.329 -0.274 0.000
C -1.398781 2.047109 -3.080898 0.121 0.393 -0.403 0.001
H -1.627747 2.704937 -2.228359 0.004 -0.159 -0.323 0.001
H -2.150877 1.244550 -3.114189 0.255 0.274 -0.037 0.000
H -1.422780 2.617970 -4.023110 -0.253 -0.037 0.281 0.000
C 1.350221 2.791216 -3.099173 -0.045 0.438 -0.698 0.000
H 0.984633 3.362721 -3.967329 0.397 0.108 0.210 0.000
H 2.388072 2.471636 -3.265725 -0.262 0.119 0.019 0.000
H 1.317488 3.420476 -2.198917 -0.025 -0.166 -0.267 0.000
C -1.140427 -3.464995 -3.349565 0.129 -0.235 -0.365 0.000
H -1.112017 -4.199976 -2.532878 -0.014 0.139 -0.250 0.000
H -0.722243 -3.914662 -4.265831 -0.298 -0.002 0.263 0.000
H -2.186699 -3.180895 -3.520427 0.215 -0.086 0.032 0.000
C 1.538514 -2.609475 -3.204378 -0.103 -0.288 -0.010 -0.001
H 2.260331 -1.783182 -3.204219 -0.186 -0.262 -0.097 0.000
H 1.567004 -3.111462 -4.186673 0.045 0.112 0.357 0.000
H 1.822494 -3.320663 -2.415160 0.072 0.135 -0.267 0.000
Cr 0.156088 -0.567326 2.036583 0.241 0.254 0.781 4.055
C 0.759721 1.513794 0.438544 -0.998 -0.780 1.011 -0.004
C -0.597097 1.248740 0.522316 0.679 1.424 -0.500 0.016
C -1.534425 0.429695 -0.352246 -0.424 -0.574 -0.923 0.006
C -1.862604 -1.048508 -0.036084 -0.626 0.807 0.225 0.017
C -0.701040 -1.923835 0.295367 1.864 -0.507 -0.234 -0.030
C 0.655712 -1.725414 0.026341 -1.411 -0.871 0.569 0.080
C 1.258901 -0.617984 -0.766454 -0.176 0.816 -0.273 0.006
C 1.862319 0.579470 -0.006899 -0.169 -0.308 -0.814 0.108
C 0.666449 -1.908036 3.508485 -0.111 -0.366 0.052 -0.186
H 1.112372 2.441524 0.913857 -0.270 -0.577 0.160 -0.008
H -1.161966 2.008785 1.094946 0.519 -0.380 -0.301 -0.025
H -1.187361 0.417504 -1.402453 0.035 0.076 0.887 -0.008
H -2.489034 0.990230 -0.429477 0.423 -0.344 0.373 0.005
H -2.626961 -1.072124 0.759781 0.426 -0.210 0.064 0.030
H -2.405375 -1.462428 -0.907887 0.364 0.025 0.160 0.004
H -0.976824 -2.939854 0.610515 0.187 0.495 0.265 -0.041
H 1.323917 -2.585560 0.182559 -0.445 0.286 0.382 -0.037
H 0.463996 -0.191779 -1.417915 1.235 -0.605 0.935 0.013
H 2.008281 -1.016982 -1.464936 -0.136 0.024 0.592 -0.002
H 2.488775 0.185249 0.823205 -0.357 0.613 -0.043 -0.023
H 2.559691 1.131888 -0.666911 -0.266 -0.235 0.251 0.009
H 1.503722 -1.514052 4.110483 -0.236 -0.098 -0.215 0.011
H 0.930407 -2.913162 3.152790 -0.009 0.076 0.120 0.012
H -0.206631 -2.002704 4.181142 0.288 -0.011 -0.172 0.021
F -0.887153 2.480739 8.426845 0.059 -0.113 -0.151 0.000
C -0.593455 2.059707 7.184799 0.003 -0.158 -0.353 0.003
C 0.523677 2.558830 6.518264 -0.209 0.045 0.275 0.000
F 1.313346 3.456658 7.143477 -0.232 -0.361 -0.290 0.000
C 0.804071 2.145429 5.228553 -0.464 -0.572 -0.530 0.011
F 1.898634 2.619188 4.599353 -0.205 -0.025 0.167 0.000
C -0.031536 1.228111 4.516870 -0.240 0.147 1.509 -0.042
O 0.232197 0.878058 3.308082 0.018 0.223 -0.582 -0.069
C -1.162934 0.744603 5.243745 0.562 0.173 -0.709 0.046
F -2.026566 -0.104205 4.626507 0.405 0.303 0.226 0.020
C -1.420676 1.137110 6.538302 0.082 0.387 0.558 -0.001
F -2.488729 0.654608 7.197762 0.180 0.100 -0.205 0.000

***

64
Properties=species:S:1:pos:R:3:forces:R:3:mulliken_spin:R:1 method="wB97M-V/def2-TZVPD" max_force_ev_per_a=4.0 total_charge=+1 spin_multiplicity=6 orbital_gap_ev="8.26 / 5.69"
Fe 0.440879 -0.074637 0.306593 -0.461 0.918 -0.026 3.811
C 1.531114 -2.927295 0.899526 0.572 -1.317 -0.311 0.000
C 0.963908 -2.445802 2.208934 -0.919 1.376 -1.835 0.011
O -0.228563 -1.710524 1.851071 -1.371 0.190 0.312 0.027
C -1.493261 -2.434862 1.910669 0.378 0.786 0.632 -0.012
C -2.332931 -2.131560 0.721487 0.132 -0.226 -2.331 0.017
O -1.503679 -2.074984 -0.476311 -0.214 0.317 0.534 0.009
C -1.349448 -3.276803 -1.265164 0.436 0.755 2.172 0.005
C -0.904371 -2.787728 -2.604185 -0.788 1.053 0.628 -0.003
O 0.299998 -2.061875 -2.654267 0.287 0.201 0.449 0.002
C 1.478943 -2.769508 -2.344381 0.234 -0.251 0.739 -0.001
C 2.328714 -2.066025 -1.306717 -0.200 -1.781 0.579 0.010
O 1.640370 -1.852813 -0.066440 0.371 -0.562 1.242 0.014
H 0.841332 -3.666543 0.481312 -0.038 0.008 0.066 -0.003
H 2.449145 -3.532220 1.164742 -0.232 1.139 -0.863 0.002
H 1.541713 -1.615784 2.626675 0.514 -0.917 0.642 -0.007
H 0.695534 -3.337019 2.761200 0.362 0.186 0.837 0.002
H -2.102103 -2.133641 2.766566 0.430 0.151 0.373 -0.003
H -1.259862 -3.468033 2.047644 0.069 -0.882 -0.218 -0.001
H -2.844514 -1.173564 0.774972 0.425 0.330 0.180 -0.004
H -3.167322 -2.833082 0.552404 0.428 -0.221 0.363 0.001
H -2.336792 -3.723945 -1.235394 -0.065 -0.569 -0.742 0.002
H -0.626794 -3.968823 -0.767178 -0.472 0.327 -0.428 -0.001
H -1.696076 -2.115776 -2.915953 0.061 0.334 -0.288 0.000
H -0.877159 -3.564164 -3.281333 0.115 -1.964 -1.610 0.000
H 2.090021 -2.948172 -3.213704 0.220 0.227 -0.651 0.001
H 1.317403 -3.767118 -1.941747 -0.626 -0.232 0.005 0.000
H 2.609222 -1.098824 -1.561295 0.618 1.681 -0.892 0.002
H 3.226058 -2.695509 -1.170123 -0.218 0.349 0.204 0.002
S 1.815942 1.030735 2.039638 -0.327 -0.487 0.166 0.317
C 0.537529 1.277996 3.173213 0.091 0.483 -0.918 0.098
C 0.846397 1.295481 4.552342 0.097 -0.802 -0.260 -0.005
C -0.101597 1.487650 5.505685 0.215 -0.581 0.538 0.054
C 0.232118 1.209563 6.904413 -0.364 0.886 -0.619 0.000
N 0.529978 1.098681 8.009715 -0.066 -0.213 -0.284 0.026
C -1.397708 1.817902 5.054405 -1.960 1.188 1.122 0.004
C -1.748821 1.900623 3.753496 1.252 -0.371 -1.583 0.036
C -0.815069 1.563580 2.739928 0.872 -0.400 0.437 0.062
S -1.317685 1.463423 1.125316 0.061 -0.236 -0.031 0.437
C -2.457537 2.123226 5.998927 0.328 -1.122 1.173 0.003
N -3.181268 2.058578 6.896858 0.136 0.528 -0.693 0.006
H 1.806353 0.940708 4.862299 0.574 0.151 0.012 -0.004
H -2.686462 2.171411 3.330678 -0.949 0.247 0.609 -0.002
C 0.378822 4.355918 -2.118201 -0.507 -2.046 3.439 -0.001
N 0.941257 3.019900 -1.868593 1.480 -0.436 0.835 0.010
C 2.224362 2.985311 -1.104797 -0.908 -0.135 -0.394 0.002
C 0.422559 1.856777 -2.314222 -0.304 -0.069 -0.304 -0.007
N 0.497512 0.703945 -1.643475 0.638 0.475 0.790 0.063
N -0.216313 1.908863 -3.509751 -1.239 -0.910 -0.276 0.006
C -0.014188 2.904519 -4.574900 -0.638 1.555 2.208 -0.001
C -1.288717 0.889088 -3.746107 1.484 -0.041 -1.208 0.001
H 0.175399 4.801784 -1.120601 0.074 -0.068 -0.625 0.004
H -0.520076 4.267818 -2.633241 -1.474 0.011 -0.826 -0.001
H 1.064886 4.914593 -2.612641 1.923 1.924 -1.610 0.000
H 2.714149 3.938298 -1.177733 0.096 0.474 -0.143 0.002
H 2.890487 2.227239 -1.464044 0.270 -0.408 -0.793 -0.001
H 2.134335 2.723413 -0.073906 -0.634 0.181 0.890 0.003
H 0.356789 -0.123046 -2.205925 -0.141 0.091 -0.573 0.004
H 0.843988 3.567644 -4.380958 -0.288 -0.566 0.081 0.000
H -0.907058 3.577124 -4.658061 0.610 -0.645 -0.103 0.000
H 0.164707 2.423968 -5.473247 0.185 -1.071 -1.859 0.000
H -0.957168 0.073458 -4.441587 0.126 0.472 0.780 0.000
H -2.101384 1.330581 -4.292633 -0.533 0.554 0.113 0.001
H -1.598010 0.469855 -2.801924 -0.229 -0.022 0.144 0.001

***

Which energy relative to the best compared isomer or geometry (same formula, charge and spin) belongs to each record? In order, 68.5 0.0 0.0 18.9 kcal/mol.